Entry 1:
Entry from the OMol25 dataset: a 6-piece molecular cluster, C31H52FN2O10 overall (ωB97M-V/def2-TZVPD).

Atoms and positions in Å:
C1 0.3364 -2.4175 0.2490
H1 8.6326 0.4195 2.1791
O1 -0.2277 1.7785 -4.4579
N1 -3.9301 -3.1623 0.9514
H2 8.1292 1.9204 0.1620
H3 -4.6679 -3.1791 1.6388
C2 9.2725 0.4543 1.2972
C3 -0.4997 -3.6448 -0.0139
H4 3.5640 -1.5204 0.7048
H5 1.3993 5.8892 0.3389
H6 2.5130 0.6929 0.9026
H7 3.3192 -3.7744 -0.3505
H8 0.0215 3.3760 3.7706
C4 -2.7180 6.5715 0.3015
H9 2.0479 2.8179 -2.3576
O2 -1.9436 7.0295 1.0979
H10 -7.7376 -7.0571 1.5446
H11 -1.3127 -1.0094 0.2844
H12 -4.1982 -7.6330 2.8399
H13 -2.9084 -8.4482 1.9645
O3 -6.8957 -8.9617 0.0301
H14 -6.7483 -8.0099 2.6507
H15 1.5392 6.0888 2.0896
O4 -4.9134 -8.0482 0.2082
C5 -2.6704 -3.5184 1.1785
H16 -4.5301 4.7900 -0.6174
H17 -3.8766 4.1734 -2.9601
H18 0.7580 -0.5962 -3.4590
C6 -3.2140 4.7971 -2.3590
N2 -1.9406 -3.3777 0.0855
C7 0.5437 -0.0454 0.5949
C8 1.7187 -2.5710 0.3746
H19 -0.6944 -0.8730 -4.4259
C9 6.2594 0.0154 0.3027
H20 -3.3038 8.0087 -1.1399
H21 1.5512 1.0484 -5.2509
H22 1.2439 1.3499 -1.8150
C10 -0.2420 -1.1583 0.3654
H23 0.8158 4.9194 3.5414
H24 -4.1855 8.0915 0.3869
H25 -0.3420 -4.0201 -1.0246
H26 -1.5246 3.8126 1.8846
C11 -4.0232 -2.7672 -0.3774
H27 6.6860 1.7572 1.5725
H28 9.1738 0.8956 -0.8005
H29 -4.9281 -2.4155 -0.8368
H30 2.2108 1.3348 -3.2988
O5 7.4596 0.0023 -0.2893
C12 2.4095 -3.9044 0.2324
C13 1.9150 -0.1919 0.7279
C14 0.3603 -0.5980 -4.4749
C15 -6.2075 -8.1756 0.6062
H31 -2.1837 4.5254 -2.5695
H32 1.7984 -4.6390 -0.2890
H33 10.0954 1.1389 1.5009
H34 -4.5984 6.8512 -0.8006
C16 5.9986 0.9218 1.4825
H35 -0.2710 -4.4441 0.6868
H36 0.8928 -1.3563 -5.0488
C17 0.5070 0.7560 -5.1387
H37 -6.1352 -6.4785 2.0115
O6 2.6943 3.4333 0.5724
H38 -0.7770 5.3705 1.5708
O7 5.4135 -0.7348 -0.1161
C18 -3.4317 -7.4999 2.0772
C19 -3.7805 7.4150 -0.3612
H39 0.0846 0.9316 0.6691
C20 -3.4945 4.5725 -0.8885
C21 1.5266 1.9261 -2.6961
H40 6.0526 0.3219 2.3904
H41 -2.7211 -6.7531 2.4371
C22 1.9677 5.5979 1.2216
C23 2.4893 -1.4444 0.6164
H42 0.0725 0.7322 -6.1359
H43 -3.2336 -6.9920 0.0021
H44 -4.5233 -6.1046 0.8020
H45 -1.6390 5.1095 3.0848
O8 -0.3752 3.2784 -2.8558
O9 1.1422 3.4395 2.1129
H46 -3.3134 3.5266 -0.6424
O10 -2.5915 5.2720 -0.0235
H47 2.9926 5.9390 1.0999
H48 -3.3615 5.8358 -2.6581
H49 4.9901 1.3188 1.3867
H50 9.6804 -0.5440 1.1413
C24 -6.7207 -7.3638 1.7746
C25 -0.9862 4.6387 2.3501
C26 0.2710 4.1290 3.0248
H51 2.6860 -4.3130 1.2038
C27 0.2537 2.3858 -3.3585
C28 -2.7886 -2.9031 -0.9082
F1 -2.2175 -3.9603 2.3262
C29 8.5167 0.9056 0.0663
C30 1.9839 4.0911 1.2882
H52 -2.4365 -2.7090 -1.9058
C31 -4.0262 -7.0800 0.7463

Computed properties:
**HOMO**: -11.577 eV
**Net charge**: +1
**Spin multiplicity**: 1
**Maximum force**: 0.01839 hartree/bohr

---

Entry 2:
Entry from the OMol25 dataset: a 4-piece molecular cluster, C31H53BINO12 overall at a distorted geometry (ωB97M-V/def2-TZVPD).

Atoms and positions in Å:
H1 0.6663 -5.0630 -1.5360
H2 -5.5482 -4.4245 -1.7213
H3 0.7810 -5.7910 2.7764
C1 0.9181 -4.8706 2.1514
H4 2.5252 0.7507 -2.5581
H5 3.9053 2.8769 7.5224
H6 2.9490 3.7235 4.2560
C2 0.8859 -1.3381 -0.0415
O1 -3.1884 0.5735 -2.8375
H7 1.5354 -5.1984 1.2664
H8 2.2399 -3.1964 -1.7601
C3 0.6064 -1.6841 -1.4156
H9 -6.5967 4.3507 -3.4551
H10 3.9086 1.0535 -1.4952
H11 -3.9785 -5.5245 -0.4554
H12 -4.3901 -3.1897 -2.3019
N1 -0.7931 -1.0753 -3.4868
H13 -1.2023 1.4736 0.5010
H14 5.8055 -0.3450 -4.3950
H15 -1.5546 -6.1720 0.6946
O2 -5.7957 4.4453 -0.9782
H16 -6.9223 5.7842 -4.4444
H17 5.3565 -2.0732 -2.0573
C4 1.8833 -2.1843 0.8145
C5 -6.9877 5.0319 -0.4674
B1 -2.1356 1.2005 -2.1296
C6 -0.7143 0.6213 -0.0117
H18 -8.2004 4.5740 -4.2141
H19 4.4932 2.8704 2.5062
C7 0.8605 -1.3200 2.9763
C8 4.9869 -1.1003 -1.7291
O3 2.9071 -2.6524 0.3885
H20 -0.3193 -4.1469 0.4775
H21 -6.8028 6.0566 -0.1290
H22 -5.3151 6.1935 -2.0199
H23 5.8212 -0.3950 -1.7298
C9 3.3325 2.6983 4.2925
O4 -7.8195 5.8224 -2.6119
C10 6.2838 0.6371 -4.3939
C11 -4.7720 -3.6968 -1.3719
C12 1.7316 -3.7473 2.9230
H24 7.3236 0.5176 -4.0895
C13 -7.3589 5.0823 -3.7325
H25 6.0571 2.1705 5.6490
H26 -3.5789 -0.1401 -2.3073
H27 1.4130 -2.6064 -3.2310
H28 -2.9671 -4.0343 2.5018
H29 7.0948 3.5986 5.4917
H30 -3.8283 -5.4377 1.6746
H31 -8.3106 3.9651 -1.8111
H32 2.5996 2.0457 3.8004
O5 -3.0654 -3.8346 0.4713
H33 6.2581 1.0583 -5.4040
H34 -2.7371 -4.6129 -1.4121
C14 4.6545 2.5856 3.5502
C15 1.4579 -2.3438 2.3138
H35 2.8182 -3.9633 2.7055
H36 -1.4692 -6.0651 2.5586
H37 4.2991 4.0558 6.2580
H38 -4.3657 5.8683 -0.5420
H39 7.2729 2.2589 4.3401
C16 -0.4628 -4.3778 1.5704
H40 -1.4823 -1.8331 -3.4509
H41 -2.8631 2.9215 -1.5322
O6 -2.0829 2.5977 -2.0217
C17 -8.1095 4.9927 -1.4931
H42 2.5975 3.7795 6.7279
C18 0.3339 -4.1701 -2.1548
C19 -2.9784 -4.7127 1.6026
H43 3.9251 1.1483 -4.5726
H44 5.0232 1.5550 3.5663
C20 0.2509 -0.2140 0.6713
H45 -5.2416 -2.9374 -0.7022
C21 -1.5986 -5.5066 1.5918
O7 3.4513 2.2519 5.6350
H46 4.5890 -1.2015 -0.7159
C22 3.6147 0.6759 -2.4794
C23 4.2393 1.5092 -3.5874
H47 0.0136 -1.4675 -3.9864
C24 -3.5928 -4.4933 -0.6891
O8 -0.6751 -4.2962 -2.8058
O9 5.6283 3.4810 4.0791
C25 3.5723 3.3048 6.5765
O10 5.6585 1.5303 -3.4859
I1 0.2108 -1.4952 5.0076
C26 -4.8522 5.4141 -1.4111
C27 -0.3852 -0.8325 -2.1152
H48 3.8961 2.5431 -3.4838
C28 0.6201 0.0221 2.1719
H49 -9.0191 5.3870 -1.0301
O11 0.7392 1.1351 2.6294
C29 -1.0190 0.2852 -1.4100
H50 -0.9082 -3.5109 2.1253
H51 1.6314 -3.7905 4.0306
C30 1.2442 -2.8885 -2.1541
C31 6.5538 2.8317 4.9351
H52 -7.2877 4.4402 0.4030
H53 -4.0966 4.9070 -2.0124
O12 3.9477 -0.7023 -2.6140

Computed properties:
**HOMO**: -8.939 eV
**ΔE to the lowest compared entry with this formula, charge and spin**: 208.55 kJ/mol
**SMILES string**: CCOCCCCCC1=C(I)C(=O)c2cc(B(O)O)c(N)c(CC=O)c2C1=O.COCCOC.COCCOC.COCCOC
**Spin multiplicity**: 1
**Maximum force**: 0.05649 hartree/bohr

---

Entry 3:
Entry from the OMol25 dataset: C31H53Cl13IN3O3PS as an isolated structure at a distorted geometry (ωB97M-V/def2-TZVPD).

Atoms and positions in Å:
H1 -4.5640 1.5760 0.2680
H2 5.9678 -0.2549 -1.5384
H3 0.1209 -0.9443 3.2227
H4 1.8459 -0.5796 3.8684
Cl1 -8.4392 4.3225 0.9870
C1 -4.2063 -1.3493 1.2243
C2 0.4670 -1.1458 7.6577
H5 1.0617 7.4727 -6.4614
I1 -0.5435 -2.2480 -2.5303
H6 4.1536 -2.0704 -1.3709
H7 1.1355 1.1302 -4.9592
C3 0.5216 1.2552 4.0603
Cl2 -2.1316 -5.6341 1.9026
C4 0.9512 -0.1254 3.2190
O1 4.0458 -0.1383 -0.4774
Cl3 -2.6287 -4.3708 4.4796
C5 5.5331 -0.3248 -0.4403
H8 0.3788 2.6860 -6.7007
H9 -1.9970 -1.5119 0.0322
C6 3.4993 -1.4600 -0.5796
H10 -0.0185 -1.6979 8.4664
H11 -0.7875 2.6311 -3.8135
Cl4 -0.3229 0.4331 7.5069
H12 -3.4121 -1.0866 -2.0712
H13 -3.9058 -2.4887 1.0376
C7 0.6501 -0.1460 0.4516
C8 2.1866 6.1176 -4.6618
Cl5 2.5426 -3.6697 6.3985
C9 -0.4019 0.8650 -2.6534
H14 -2.8627 -2.3748 3.3585
N1 -0.6494 2.3830 -2.8079
H15 6.0405 0.4161 0.3140
C10 1.9611 1.7220 -4.3581
H16 1.7751 -4.1818 -2.3656
C11 -1.9068 2.8079 -2.0823
C12 -4.6884 -0.7388 -0.2156
C13 1.3211 -0.9924 -2.2718
H17 -5.1384 -1.3494 1.9475
C14 -1.5540 -1.0808 1.0244
H18 -2.8981 2.3486 -2.5404
H19 1.9159 2.5222 -2.2548
S1 0.6287 -4.4420 0.2568
H20 -0.0456 5.1591 -7.7660
H21 1.4620 -0.9837 -4.5424
H22 2.0452 1.4568 -0.3787
Cl6 -5.5354 4.1698 0.8179
H23 -6.8943 3.9870 2.7349
C15 -4.1868 0.7869 -0.5377
H24 3.1997 -4.2364 -0.5694
H25 1.9751 -2.6328 -3.8524
P1 1.9233 -3.6705 -1.0400
C16 1.9478 -1.7084 -0.9381
H26 2.6601 7.0636 -4.1157
H27 -4.5039 1.1940 -1.5907
H28 1.3087 2.1194 3.8209
H29 5.7727 -1.4200 -0.0565
O2 0.9758 -1.5191 0.1613
C17 -2.9060 -0.6168 1.9006
H30 -5.8813 -0.7062 -0.1808
H31 -1.2757 0.5737 -1.8932
Cl7 -1.1048 -6.8492 4.3424
H32 -3.8308 -0.8426 3.9912
C18 -2.8300 -1.1870 3.4711
C19 1.5837 0.2767 1.7777
C20 0.9932 0.9743 -0.6756
H33 3.7132 -2.0190 0.4550
N2 0.9852 0.4921 -2.1458
H34 -2.9985 0.7571 -0.5374
H35 1.7030 1.4647 1.7727
H36 0.2374 1.8605 -0.4752
C21 1.7866 3.3074 -4.7911
Cl8 4.8244 -4.8481 5.0243
H37 2.6690 -0.1526 1.7291
H38 -5.2047 -1.6269 -2.2940
H39 2.9976 1.3800 -4.8425
C22 2.0073 1.4410 -2.7579
H40 -1.9633 3.9928 -2.1445
C23 2.0808 -1.4612 -3.6375
H41 3.9269 -5.4341 7.1232
C24 -6.9730 3.6328 1.7039
H42 -3.9459 -2.7419 -1.2658
Cl9 0.2880 -2.0765 6.1606
H43 -0.5586 -4.7508 3.4190
N3 3.5446 -1.1636 -3.7689
C25 4.1002 -4.4896 6.6012
H44 3.7955 -0.8192 -4.7279
H45 3.1347 4.4422 -3.0824
H46 0.6593 1.0277 5.2207
H47 -1.0755 -1.9425 1.6985
C26 1.2679 6.4006 -6.0065
Cl10 -1.1418 1.9218 3.6012
Cl11 -7.0647 1.8635 1.7270
C27 -1.4829 -5.3249 3.5221
H48 -1.7994 2.5640 -0.9222
H49 4.1015 -2.0468 -3.5885
Cl12 2.1798 -0.9481 8.0664
H50 3.1360 1.1249 -2.5284
H51 -0.6201 0.4791 -3.7603
O3 -0.7395 0.1213 0.9024
H52 -3.0182 0.5445 1.9803
C28 0.6075 5.1096 -6.7709
C29 0.8678 3.6185 -6.1410
C30 2.4694 4.5923 -4.0378
Cl13 5.1993 -3.5038 7.5810
C31 -4.3060 -1.6589 -1.5247
H53 -1.8904 -0.8012 4.0524

Computed properties:
**HOMO**: -10.821 eV
**Net charge**: +1
**Spin multiplicity**: 1
**Maximum force**: 0.09862 hartree/bohr

---

Entry 4:
Entry from the OMol25 dataset: a 3-piece molecular cluster, C31H54BClN2O13P2S overall at a distorted geometry (ωB97M-V/def2-TZVPD).

Atoms and positions in Å:
H1 0.9148 2.5920 -9.1623
C1 -6.8028 4.4844 6.3773
C2 0.2529 3.6794 8.6218
H2 -0.7147 3.3857 9.0362
C3 3.2718 -2.0206 -3.7084
C4 1.9089 -2.6099 -1.6817
H3 2.3772 -1.2304 -7.6315
S1 4.0819 3.3410 -1.8979
H4 -1.4784 5.4734 -5.6592
C5 -1.0644 5.0990 -6.5946
C6 1.7215 -3.8415 -1.0435
H5 -3.3176 -6.6155 0.3844
H6 -1.0528 -5.2522 0.1341
H7 3.1354 0.3836 -5.7223
C7 0.8941 0.3981 -7.4775
H8 -1.0693 5.8686 -7.3671
H9 4.3050 -1.5880 -5.5626
H10 0.8387 0.2516 -8.5632
C8 1.5233 1.7806 -7.2630
H11 -1.6497 4.2441 -6.9364
C9 1.8798 -2.4196 -3.1821
O1 2.1324 0.4005 -2.3156
O2 -4.8911 5.1685 3.9683
H12 -3.2305 -5.0763 -0.4072
H13 1.6013 -3.3152 -3.7314
H14 -0.5595 -0.7089 8.5598
B1 2.0935 -2.9544 2.7837
C10 2.1446 -1.5047 -0.8639
H15 2.8876 -2.5934 -5.7803
N1 2.7807 0.6109 -0.0863
H16 0.2910 3.6999 -5.7719
C11 0.3843 4.6093 -6.3717
C12 -3.0518 3.0129 5.7102
H17 1.4835 2.0363 -6.2018
C13 2.4788 -0.4802 -5.6198
C14 -0.1177 -5.1670 -2.1449
C15 -2.9084 -6.1157 -0.4971
H18 1.0565 3.2749 9.2391
H19 -2.8539 4.0363 6.0441
C16 1.6932 -0.7854 -6.9040
H20 1.8707 -4.9590 -2.8776
H21 0.9691 5.3314 -5.8002
C17 1.1932 -4.6452 3.9922
H22 1.0215 -4.2119 4.9796
H23 -3.6398 2.4842 6.4609
H24 -6.2113 3.8917 7.0761
H25 1.9001 1.2418 3.8851
Cl1 1.5967 -5.5422 1.0172
O3 1.8192 -1.9070 3.6164
P1 -5.2049 3.7831 4.4096
H26 2.1225 4.4789 -7.7415
H27 -1.0819 -6.9796 0.2740
H28 1.7716 -0.2490 -4.8191
C18 1.5028 0.7820 4.7772
H29 -7.1331 4.0222 2.3408
H30 1.0341 -1.4467 3.2968
H31 1.8280 -5.9720 -1.4528
C19 -1.3723 -6.1585 -0.3870
C20 0.7474 2.8102 -8.1057
O4 0.8121 0.0502 7.1890
C21 0.5189 -0.5896 8.4455
H32 -0.3115 2.6409 -7.8764
H33 -6.9119 2.4041 1.6501
H34 3.6827 -1.1599 -3.1846
O5 0.3763 3.2286 7.2599
H35 0.3264 4.7632 8.6207
O6 -5.6914 2.8064 3.2254
H36 0.9655 -1.5586 -6.6316
H37 -0.5993 -4.2702 -1.7394
C22 2.3488 -0.0707 -1.2402
C23 2.5312 -0.2351 1.0420
N2 4.0712 1.1936 -0.1705
C24 1.4266 -5.0650 -1.8917
O7 -1.1651 1.4088 6.6742
H38 -7.7471 2.5774 3.1967
O8 -6.7210 3.9374 5.0498
O9 -0.7237 -6.3347 -1.6333
C25 1.7957 -3.9500 0.3567
C26 1.0517 4.2671 -7.7220
P2 0.2836 1.6035 6.9951
H39 1.1561 -1.6357 -3.4104
H40 0.9199 -0.0094 9.2767
H41 0.9953 -1.5663 8.4364
H42 2.5762 1.8095 -7.5628
H43 -3.2920 -6.5885 -1.3972
O10 -3.7576 3.0322 4.4383
H44 1.1991 -5.7319 4.0223
H45 3.9755 -2.8417 -3.5229
C27 2.0337 -2.8444 1.1962
C28 4.1168 2.2490 -0.8044
H46 -2.1094 2.4906 5.5803
C29 2.2208 -1.6262 0.5288
O11 1.2225 1.8250 5.7164
H47 0.3252 -4.3469 3.3855
H48 0.5642 4.9020 -8.4695
H49 -6.4522 5.5174 6.3753
H50 -0.3044 -5.1516 -3.2217
H51 -0.1404 0.4328 -7.1273
H52 0.5963 0.2313 4.5235
C30 -6.9440 2.9745 2.5767
C31 3.2817 -1.7463 -5.2102
O12 2.5774 0.2570 2.1277
H53 -7.8454 4.4532 6.6836
H54 2.2539 0.1093 5.1803
O13 2.4074 -4.1486 3.4115

Computed properties:
**HOMO**: -9.325 eV
**SMILES string**: CCCCCCCCCCCc1c(CCOCC)c(Cl)c(B(O)OC)c2c1C(=O)N(N=C=S)C2=O.COP(=O)(OC)OC.COP(=O)(OC)OC
**Spin multiplicity**: 1
**Maximum force**: 0.13351 hartree/bohr